No. 1
# C3H3BiO3

A molecular structure, C3H3BiO3 (the ωB97M-V functional and the def2-TZVPD basis, OMol25).

The geometry in ORCA input format:
```
! wB97M-V def2-TZVPD RIJCOSX def2/J DEFGRID3
* xyz 3 2
O -0.020 0.195 -1.379
Bi -2.661 0.141 1.181
O -0.845 -0.312 0.666
C -0.025 -0.242 -0.266
O 1.283 -0.779 0.219
C 2.397 -0.317 -0.208
C 2.601 1.033 -0.569
H 3.207 -1.050 -0.244
H 3.559 1.484 -0.310
H 1.961 1.691 -1.155
*
```

Output
- orbital gap (spin up / spin down) (Ha) = 0.1391 / 0.2218
- highest occupied orbital energy (spin up / spin down) (eV) = -22.479 / -24.721

***

No. 2
# C3H3Br

A single C3H3Br molecule (the ωB97M-V functional and the def2-TZVPD basis, OMol25).

The geometry in ORCA input format:
```
! wB97M-V def2-TZVPD RIJCOSX def2/J DEFGRID3
* xyz 0 1
C -1.053 0.058 0.016
C 0.387 0.217 -0.090
C 1.615 -0.003 -0.078
Br 3.479 0.071 -0.014
H -1.548 0.231 0.949
H -1.175 -1.098 -0.177
H -1.705 0.525 -0.606
*
```

Output
- orbital gap (Ha) = 0.3714
- structure (SMILES) = CC#CBr
- highest occupied orbital energy (eV) = -9.438

***

No. 3
# C3H3Br2Cl

A molecular structure, C3H3Br2Cl (the ωB97M-V functional and the def2-TZVPD basis, OMol25).

The geometry in ORCA input format:
```
! wB97M-V def2-TZVPD RIJCOSX def2/J DEFGRID3
* xyz 0 1
C -0.978 1.351 -0.209
C -1.164 0.098 -0.239
C 1.126 -1.105 0.036
Cl 1.698 -2.421 -0.949
Br 2.297 0.371 -0.245
Br 0.872 -1.679 1.936
H -1.787 2.123 -0.268
H -0.169 1.915 0.187
H -1.895 -0.653 -0.250
*
```

Output
- orbital gap (spin up / spin down) (Ha) = 0.3088 / 0.2782
- highest occupied orbital energy (spin up / spin down) (eV) = -8.838 / -8.729

***

No. 4
# C3H3Br2N

A single C3H3Br2N molecule (the ωB97M-V functional and the def2-TZVPD basis, OMol25).

The geometry in ORCA input format:
```
! wB97M-V def2-TZVPD RIJCOSX def2/J DEFGRID3
* xyz 0 1
N 1.675 1.273 1.932
C 1.229 0.788 0.977
C 0.458 -0.111 -0.373
Br 0.806 1.144 -1.771
C -0.984 -0.440 -0.242
Br -1.500 -1.045 1.559
H 1.009 -0.991 -0.492
H -1.608 0.417 -0.406
H -1.085 -1.036 -1.185
*
```

Output
- orbital gap (Ha) = 0.4050
- structure (SMILES) = N#C[C@H](Br)CBr
- highest occupied orbital energy (eV) = -10.944

***

No. 5
# C3H3Br2N

2 unconnected molecules or ions with the total composition C3H3Br2N (the ωB97M-V functional and the def2-TZVPD basis, OMol25).

The geometry in ORCA input format:
```
! wB97M-V def2-TZVPD RIJCOSX def2/J DEFGRID3
* xyz 0 1
C 1.427 0.273 0.517
C -0.556 -1.408 1.682
C 0.045 0.919 -1.423
N 0.762 0.676 -0.409
Br -2.236 -0.655 1.581
Br 0.872 1.378 -3.142
H 1.394 0.657 1.524
H -0.791 -2.358 1.328
H -0.917 0.518 -1.658
*
```

Output
- orbital gap (spin up / spin down) (Ha) = 0.2459 / 0.2458
- highest occupied orbital energy (spin up / spin down) (eV) = -8.109 / -8.109

***

No. 6
# C3H3Br2O2S

A molecular structure, C3H3Br2O2S (the ωB97M-V functional and the def2-TZVPD basis, OMol25).

The geometry in ORCA input format:
```
! wB97M-V def2-TZVPD RIJCOSX def2/J DEFGRID3
* xyz -1 1
C -0.276 -0.063 -0.596
C -0.287 0.422 0.836
C -1.542 0.177 0.202
O 0.925 2.763 1.920
O 0.526 2.526 -0.516
S -0.039 2.440 0.856
Br -2.648 -1.320 0.607
Br -2.678 1.617 -0.506
H 0.062 0.561 -1.447
H 0.106 -0.964 -0.922
H -0.017 -0.118 1.752
*
```

Output
- orbital gap (Ha) = 0.2428
- highest occupied orbital energy (eV) = -3.628

***

No. 7
# C3H3BrClF3

2 unconnected molecules or ions with the total composition C3H3BrClF3 (the ωB97M-V functional and the def2-TZVPD basis, OMol25).

The geometry in ORCA input format:
```
! wB97M-V def2-TZVPD RIJCOSX def2/J DEFGRID3
* xyz 0 1
C 1.257 0.156 0.460
C 0.331 0.768 -0.555
C -1.470 -0.840 -0.139
F -1.390 -2.113 -0.549
F -1.501 -0.840 1.174
F -2.608 -0.362 -0.604
Cl 2.967 0.854 0.195
Br -0.261 2.436 -0.369
H 1.173 -0.996 0.519
H 1.049 0.545 1.410
H 0.453 0.391 -1.542
*
```

Output
- orbital gap (spin up / spin down) (Ha) = 0.3060 / 0.3160
- highest occupied orbital energy (spin up / spin down) (eV) = -9.179 / -9.512

***

No. 8
# C3H3BrClNO4

A single C3H3BrClNO4 molecule (the ωB97M-V functional and the def2-TZVPD basis, OMol25).

The geometry in ORCA input format:
```
! wB97M-V def2-TZVPD RIJCOSX def2/J DEFGRID3
* xyz 0 1
C 2.149 -1.085 -0.564
O 1.669 0.230 -0.550
C 0.521 0.604 -0.160
O 0.320 1.770 0.046
O -0.488 -0.417 0.035
N -1.598 0.039 0.941
O -1.598 -0.241 2.091
C -2.293 0.912 0.254
Cl -3.525 1.808 1.127
Br -2.320 0.798 -1.554
H 1.833 -1.760 -1.326
H 2.105 -1.628 0.349
H 3.226 -1.030 -0.690
*
```

Output
- orbital gap (spin up / spin down) (Ha) = 0.3423 / 0.3423
- structure (SMILES) = COC(=O)O/[N+]([O-])=C(/Cl)Br
- highest occupied orbital energy (spin up / spin down) (eV) = -9.230 / -9.229

***

No. 9
# C3H3BrN2S

A molecular structure, C3H3BrN2S (the ωB97M-V functional and the def2-TZVPD basis, OMol25).

The geometry in ORCA input format:
```
! wB97M-V def2-TZVPD RIJCOSX def2/J DEFGRID3
* xyz 0 1
C -0.323 -0.364 0.178
C -1.095 1.797 -0.690
C 0.504 0.444 -0.552
N 0.129 1.632 -1.030
N 1.909 -0.198 -0.982
S -1.733 0.597 0.346
Br 3.295 0.090 0.220
H -0.130 -1.480 0.317
H -1.547 2.805 -0.835
H 1.627 -1.140 -1.198
*
```

Output
- orbital gap (Ha) = 0.3483
- highest occupied orbital energy (eV) = -9.075

***

No. 10
# C3H3BrO

A single C3H3BrO molecule (the ωB97M-V functional and the def2-TZVPD basis, OMol25).

The geometry in ORCA input format:
```
! wB97M-V def2-TZVPD RIJCOSX def2/J DEFGRID3
* xyz 0 1
C -1.104 -1.199 -0.353
C -0.112 -0.726 0.139
C 0.814 0.352 0.402
O 0.487 1.415 -0.312
Br 2.814 -0.163 0.010
H -2.045 -1.372 -0.753
H 1.026 0.800 1.496
H 0.548 1.228 -1.324
*
```

Output
- orbital gap (Ha) = 0.3882
- structure (SMILES) = C#C[C@H](O)Br
- highest occupied orbital energy (eV) = -10.186

***

Respective energy relative to the best compared isomer or geometry (same formula, charge and spin) values: 14.99, 15.87, 94.75, 30.84, 147.99, 0.00, 71.29, 17.25, 28.86, 47.41 kcal per mole.
Respective E_tot values: -554.91786, -2690.02430, -5724.14485, -5318.82735, -5318.64066, -5812.79701, -3449.80866, -3505.87163, -3197.75280, -2765.25695 Eh.